Record 1
# C6H5F3N

2 unconnected molecules or ions with the total composition C6H5F3N (wB97M-V/def2-TZVPD, the Open Molecules 2025 dataset).

Positions of all 15 atoms, in Å:
C -0.1420 -1.2338 -0.9385
C 0.0595 -1.3995 0.4846
C 0.1775 -0.0396 -1.6920
C 0.5001 -0.2980 1.1291
C 0.6314 1.0192 -1.0421
C 0.7420 0.9449 0.3983
N 4.4648 -0.5309 0.2436
F 5.5947 0.1445 0.1185
F 4.5697 -1.5184 1.1032
F 1.2273 1.8976 1.1568
H -0.6957 -2.0350 -1.3653
H -0.1605 -2.4019 0.9316
H 0.0616 0.0054 -2.7290
H 0.8003 -0.3999 2.2168
H 1.0841 1.9186 -1.4886

Output
Energy above the lowest of the compared OMol25 structures with the same formula, charge and spin   368.8 kJ/mol
HOMO level (alpha / beta)   -15.4 / -13.8 eV
Charge   +1
Kohn-Sham gap (alpha / beta)   0.37968 / 0.19684 hartree

Results of the Löwdin charge analysis, in e, for atoms 1 through 5: 0.093, -0.001, 0.010, 0.050, 0.048

=====

Record 2
# C19H42NO2P3Tc

A molecular structure, C19H42NO2P3Tc (wB97M-V/def2-TZVPD, the Open Molecules 2025 dataset).

Positions of all 68 atoms, in Å:
Tc 0.1719 0.0301 -0.1023
P -0.1904 1.8963 -1.4903
P -2.0728 0.0214 0.3845
P -0.3931 -1.4249 -1.7904
H 7.8677 -4.1150 1.0988
C 7.8412 -4.1413 -0.0011
C 8.3036 -3.1344 -0.7482
H 8.7633 -2.2438 -0.2964
C 0.5949 3.3029 -0.6360
C -1.7655 2.6272 -2.0602
C 0.8328 1.8185 -3.0029
C -2.4883 -1.4155 1.4409
C -2.5422 1.3558 1.5510
C -3.5569 0.0744 -0.6985
C 1.0983 -1.8559 -2.7665
C -1.5359 -1.0755 -3.2016
C -0.9828 -3.1012 -1.3262
H 7.4495 -5.0632 -0.4603
H 8.3260 -3.1984 -1.8453
H 1.5133 2.9712 -0.1318
H -0.0878 3.7381 0.1024
H 0.8531 4.0705 -1.3766
H -2.3982 2.8960 -1.2056
H -2.3192 1.9395 -2.7077
H -1.5415 3.5395 -2.6294
H 1.8520 1.5115 -2.7374
H 0.8664 2.8185 -3.4518
H 0.4249 1.1090 -3.7281
H -3.5242 -1.3009 1.7894
H -1.8144 -1.4322 2.3075
H -2.3818 -2.3597 0.8939
H -3.6024 1.2256 1.8107
H -2.4075 2.3469 1.0991
H -1.9466 1.2886 2.4691
H -4.2229 -0.7605 -0.4458
H -3.3120 0.0063 -1.7616
H -4.1010 1.0138 -0.5365
H 0.7834 -2.3913 -3.6748
H 1.7649 -2.4970 -2.1783
H 1.6480 -0.9528 -3.0602
H -1.1518 -1.5837 -4.0967
H -1.5991 -0.0043 -3.4255
H -2.5395 -1.4624 -3.0000
H -0.6797 -3.8100 -2.1074
H -2.0728 -3.1257 -1.2137
H -0.5215 -3.4030 -0.3783
C 3.1117 -0.9654 -0.0094
C 2.9306 -2.1344 0.7880
C 3.7831 -3.2207 0.6269
C 4.8872 -3.1268 -0.2177
C 5.1364 -1.9472 -0.9299
C 4.2975 -0.8512 -0.7946
O 2.2277 0.0070 -0.0692
H 0.4541 -1.5598 0.2721
H 2.0824 -2.2057 1.4629
H 3.5942 -4.1392 1.1859
H 5.5746 -3.9663 -0.3006
H 6.0148 -1.8933 -1.5697
H 4.4678 0.0791 -1.3340
C 2.1043 1.2118 3.8181
C 1.0320 1.5002 2.8167
N 0.3714 2.6684 2.9516
O 0.7640 0.6649 1.9152
H 2.1882 2.0134 4.5523
H 3.0601 1.1000 3.2952
H 1.8624 0.2752 4.3358
H -0.3787 2.9173 2.3139
H 0.5953 3.2789 3.7289

Output
Energy above the lowest of the compared OMol25 structures with the same formula, charge and spin   0.0 kJ/mol
HOMO level (alpha / beta)   -20.6 / -20.5 eV
Charge   +4
Kohn-Sham gap (alpha / beta)   0.25884 / 0.16825 hartree
2S+1   4

Results of the Löwdin charge analysis, in e, for atoms 1 through 5: 0.802, 0.739, 0.678, 0.676, 0.142

=====

Record 3
# C31H32MoN6O8Se2Te3

A molecular structure, C31H32MoN6O8Se2Te3 (wB97M-V/def2-TZVPD, the Open Molecules 2025 dataset).

Positions of all 83 atoms, in Å:
Mo 2.7553 -2.6532 0.9109
Se 5.4689 -2.2549 0.3778
Te 3.1449 -5.4053 0.5353
Te 5.7452 -5.9472 0.6628
Se 6.7654 -3.8834 1.4439
O 3.6681 0.8912 2.8089
C 3.2285 -0.2236 2.7454
O 2.8973 -0.8456 1.5708
C 2.7639 -1.0193 3.9885
C 2.5145 -0.4136 5.1906
C 2.0840 -1.1182 6.2627
C 1.9676 -2.5320 6.2826
C 2.1970 -3.1147 5.0654
C 2.6269 -2.4322 3.8711
O 2.8444 -3.1128 2.7596
N 2.0416 -4.5983 5.0258
O 1.7405 -5.0772 3.9736
O 2.2430 -5.1912 6.0628
N 1.7222 -0.3922 7.4210
O 1.9225 0.7783 7.4550
O 1.0921 -1.0082 8.2645
H 2.5541 0.6329 5.2489
H 1.7025 -3.1518 7.1264
N 2.4405 1.2890 -3.0530
C 2.6854 -0.0111 -2.7833
C 2.6117 -0.5614 -1.4904
N 2.8117 -1.8188 -1.2118
C 2.9830 -2.6633 -2.2821
C 3.1993 -2.0927 -3.5077
N 3.0646 -0.8095 -3.7992
H 2.0627 1.8906 -2.3771
H 2.5172 1.5893 -3.9913
H 2.3099 0.0619 -0.6531
H 2.8760 -3.7221 -2.1425
H 3.4314 -2.7053 -4.3786
C -0.4046 -4.7870 -0.2788
C -0.2672 -3.4366 0.3660
O -1.1108 -2.6376 0.4729
N 1.1534 -3.0161 0.7571
Te -1.0060 0.3072 -1.3390
C -0.9191 2.0490 -2.6216
C -1.0225 1.7711 -3.9975
C -1.1742 0.3791 -4.6111
C -0.9428 2.8472 -4.8687
C -0.8623 4.2146 -4.4763
C -0.9267 5.3554 -5.5115
C -0.7508 4.4579 -3.0957
C -0.7823 3.3779 -2.1724
C -0.5126 3.5494 -0.6899
C -2.6877 0.9602 -0.2545
C -3.9081 1.1962 -0.8417
C -4.0146 0.9618 -2.3486
C -5.0379 1.5034 -0.0670
C -4.9533 1.7098 1.2796
C -6.1592 1.9435 2.0816
C -3.6334 1.5744 1.8902
C -2.5632 1.1717 1.1256
C -1.1485 0.8880 1.7678
H 0.1437 -5.0217 -1.2098
H -1.4353 -4.6507 -0.5904
H -0.3081 -5.6193 0.4131
H -2.0098 -0.1801 -4.2550
H -0.2795 -0.2132 -4.4893
H -1.3469 0.4900 -5.6744
H -0.9563 2.7572 -5.9669
H -1.8448 6.0020 -5.3912
H -0.9700 4.9054 -6.5297
H -0.1404 6.0748 -5.4054
H -0.6575 5.4760 -2.7347
H -0.3231 4.6085 -0.4579
H 0.2128 2.8575 -0.3130
H -1.4651 3.3453 -0.1408
H -3.5919 0.0245 -2.7262
H -3.5571 1.7943 -2.9240
H -5.0679 0.9099 -2.6337
H -6.0283 1.5883 -0.5398
H -6.3925 3.0037 2.0840
H -6.0653 1.5859 3.0947
H -7.0632 1.4728 1.6212
H -3.5331 1.6705 2.9488
H -1.2039 0.9962 2.8495
H -0.3600 1.5750 1.4450
H -0.8060 -0.1674 1.5750

Output
HOMO level (alpha / beta)   -9.8 / -9.8 eV
Charge   +1
Kohn-Sham gap (alpha / beta)   0.14746 / 0.12730 hartree
2S+1   2

Results of the Löwdin charge analysis, in e, for atoms 1 through 5: 1.381, 0.091, 0.410, 0.380, -0.027

=====

Record 4
# C4H14N3

A gas-phase ion, C4H14N3 (charge +1) (wB97M-V/def2-TZVPD, the Open Molecules 2025 dataset).

Positions of all 21 atoms, in Å:
N -0.1632 1.1146 -2.9457
C -0.2548 -0.1427 -2.2820
C 0.3757 -0.2601 -0.8707
N -0.6337 0.2870 0.0721
C 0.0525 0.8438 1.3018
C 0.6728 -0.2962 2.1071
N -0.3304 -1.4187 1.9636
H 0.5807 1.7800 -3.0746
H -1.0127 1.6592 -2.9958
H 0.2708 -0.8249 -2.9637
H -1.3251 -0.3642 -2.1006
H 0.6704 -1.2834 -0.6361
H 1.2542 0.3873 -0.8719
H -0.8421 1.1662 -0.4316
H -0.7278 1.2373 1.9648
H 0.6440 1.7120 0.9459
H 0.8815 -0.0837 3.1461
H 1.6408 -0.6320 1.7258
H -1.1761 -1.2055 2.5298
H -0.6613 -1.4416 0.9895
H 0.0837 -2.2345 2.4262

Output
Energy above the lowest of the compared OMol25 structures with the same formula, charge and spin   210.9 kJ/mol
HOMO level   -12.1 eV
Charge   +1
Structure (SMILES)   NCCNCC[NH3+]
Kohn-Sham gap   0.31728 hartree

Results of the Löwdin charge analysis, in e, for atoms 1 through 5: -0.005, -0.276, -0.232, -0.106, -0.183

=====

Record 5
# C2H3NO2

2 unconnected molecules or ions with the total composition C2H3NO2 (wB97M-V/def2-TZVPD, the Open Molecules 2025 dataset).

Positions of all 8 atoms, in Å:
C -1.1807 -0.2057 0.1847
C -0.2443 -0.7268 -0.7124
N -1.8267 0.3977 0.9107
O 1.4161 0.8263 0.8340
O 1.1965 0.5682 -0.4876
H 0.3308 -1.4927 -0.2099
H -0.4329 -0.6836 -1.8369
H 0.7412 1.3165 1.3173

Output
Energy above the lowest of the compared OMol25 structures with the same formula, charge and spin   557.4 kJ/mol
HOMO level (alpha / beta)   -10.1 / -10.1 eV
Kohn-Sham gap (alpha / beta)   0.33556 / 0.33541 hartree

Results of the Löwdin charge analysis, in e, for atoms 1 through 5: -0.286, 0.047, 0.180, -0.096, -0.167

=====

Record 6
# C10H17Cl2IO2V

A molecular structure, C10H17Cl2IO2V (wB97M-V/def2-TZVPD, the Open Molecules 2025 dataset).

Positions of all 33 atoms, in Å:
C 0.2983 -1.1635 -0.5614
C 1.1304 -0.0276 -0.7110
C 0.3160 1.1220 -0.7188
C 2.6087 -0.0166 -0.9851
C -1.0400 0.7114 -0.6184
C -1.0664 -0.6995 -0.5162
C -2.2898 -1.5613 -0.4900
C 0.7366 -2.5888 -0.5689
C 0.7795 2.5204 -1.0795
C -2.2226 1.6228 -0.8259
V -0.0826 -0.1741 1.4074
Cl 4.8933 1.4670 2.1936
Cl 2.1064 -0.6937 1.9789
O -1.6525 0.6947 2.0044
H 3.0544 -0.9677 -0.6446
H 3.0970 0.7983 -0.4050
H 2.8294 0.1241 -2.0677
H 1.7674 2.7007 -0.6013
H 0.0431 3.2611 -0.6926
H 0.8915 2.7046 -2.1788
H -2.0483 2.5798 -0.2879
H -3.1300 1.1332 -0.4229
H -2.3905 1.8647 -1.9028
H -3.1015 -1.0285 0.0432
H -2.0659 -2.5140 0.0223
H -2.6316 -1.7824 -1.5224
H 1.7129 -2.6841 -0.0599
H 0.8424 -2.9594 -1.6087
H -0.0058 -3.2162 -0.0439
H -1.7143 1.4840 2.5886
O -0.5635 -1.7325 2.2512
H -1.4418 -1.5254 2.6453
I 0.3399 0.5465 4.3790

Output
Energy above the lowest of the compared OMol25 structures with the same formula, charge and spin   189.3 kJ/mol
HOMO level (alpha / beta)   -0.9 / -0.9 eV
Charge   -2
Kohn-Sham gap (alpha / beta)   0.20874 / 0.20888 hartree
2S+1   2

Results of the Löwdin charge analysis, in e, for atoms 1 through 5: -0.346, -0.323, -0.248, -0.081, -0.289